The following is a DFT calculation (ωB97M-V/def2-TZVPD) of a structure of composition C22H13N5O7Pd.

```
! wB97M-V def2-TZVPD RIJCOSX def2/J DEFGRID3
* xyz 2 1
H -3.2498 -3.3815 0.2619
C -4.6076 -0.2847 0.1862
C -2.1778 -1.5331 0.1763
C -3.3287 -2.3047 0.2270
H 4.1642 -5.8148 -0.2537
H -5.4726 -2.2471 0.2674
H 2.0498 6.3038 -0.1851
H -1.1889 -1.9598 0.1692
C -4.0828 4.1561 0.0657
H 3.4795 4.2547 -0.1867
O 2.7185 0.0525 0.3074
H -2.5404 5.6443 -0.0175
H -4.8854 4.8808 0.0740
C -1.7561 3.6425 0.0049
C 2.4019 4.1887 -0.1489
C -4.3794 2.8008 0.1068
O 6.2487 -4.8750 0.1380
C -4.5571 -1.6727 0.2301
C 1.6114 5.3159 -0.1474
O 1.0124 -6.4878 0.3406
N -2.2272 -0.2057 0.1300
C -3.4268 0.4246 0.1378
N 0.4795 2.7822 -0.0488
H 2.3862 2.0319 -0.0900
O 6.3452 -2.7396 0.5193
O 1.2444 -6.1187 -1.7954
C 2.3790 -2.2205 0.0286
C 3.7179 -2.3935 0.1794
Pd -0.6278 1.0523 0.0306
C -3.3339 1.8965 0.0956
O 0.5838 -0.6342 0.0144
C -0.3058 3.8971 -0.0485
C 1.5483 -3.4446 -0.2294
H 4.3567 -1.5424 0.3743
N 5.7819 -3.7714 0.2627
C 0.2309 5.1641 -0.0961
C 2.2856 -4.7620 -0.3428
H -5.5568 0.2311 0.1908
C 1.8407 -0.7664 0.1291
H -0.4136 6.0306 -0.0939
H -5.4041 2.4628 0.1471
C -2.7673 4.5894 0.0144
N -2.0697 2.3427 0.0460
C 3.6189 -4.8821 -0.1875
C 1.8021 2.9363 -0.0989
O 0.3555 -3.4568 -0.3354
C 4.2860 -3.6759 0.0765
N 1.4305 -5.9072 -0.6258
*
```

Summary:
HOMO energy = -0.5458 Eh
ΔE to the lowest compared entry with this formula, charge and spin = 4.0 kJ/mol
Gap between HOMO and LUMO = 4.4027 eV

The computed natural (NBO) charges, all in e, follow:
1. H 0.25
2. C -0.21
3. C 0.08
4. C -0.22
5. H 0.32
6. H 0.25
7. H 0.25
8. H 0.25
9. C -0.10
10. H 0.25
11. O -0.61
12. H 0.25
13. H 0.26
14. C 0.18
15. C -0.22
16. C -0.19
17. O -0.28
18. C -0.11
19. C -0.11
20. O -0.26
21. N -0.46
22. C 0.24
23. N -0.47
24. H 0.26
25. O -0.28
26. O -0.26
27. C 0.03
28. C -0.26
29. Pd 0.95
30. C 0.16
31. O -0.74
32. C 0.23
33. C 0.51
34. H 0.32
35. N 0.49
36. C -0.21
37. C 0.21
38. H 0.24
39. C 0.76
40. H 0.24
41. H 0.25
42. C -0.19
43. N -0.39
44. C -0.28
45. C 0.08
46. O -0.33
47. C 0.36
48. N 0.50

=====

The following is a DFT calculation (ωB97M-V/def2-TZVPD) of a cluster of 5 separate species, C4H17NO3 in total.

```
! wB97M-V def2-TZVPD RIJCOSX def2/J DEFGRID3
* xyz 0 1
H -0.7360 -2.4693 1.5041
C -1.2934 -1.3161 -0.1811
H -0.9869 -2.0524 -0.9109
C 1.0575 2.0360 -0.0291
H -1.0030 -0.7229 1.8495
H 1.1474 -0.8423 -0.9237
H -2.8390 2.5440 -0.5348
N 0.8610 -1.2514 0.9156
H -1.6992 1.6709 -1.5355
H -0.0438 1.9789 -0.2415
H 1.3240 -2.5189 2.5995
H 1.6034 1.2791 -0.5834
C 1.5148 -1.5401 2.1408
O 1.5211 -0.7674 -1.8071
H -2.3555 -1.4228 0.1065
C -0.5296 -1.4599 1.0852
H 1.3987 3.0357 -0.3440
H -1.1632 -0.3152 -0.6078
O -2.3157 1.7178 -0.5979
H 1.1190 -0.0050 -2.1789
H 2.5882 -1.3870 2.0673
H 1.1773 -0.8123 2.9373
H 1.2508 1.8881 1.0076
O -0.8099 1.1444 -2.4508
H -0.7881 1.5881 -3.2868
*
```

Summary:
HOMO energy = -0.3019 Eh
ΔE to the lowest compared entry with this formula, charge and spin = 742.8 kJ/mol
Gap between HOMO and LUMO = 3.1057 eV

The computed natural (NBO) charges, all in e, follow:
1. H 0.27
2. C -0.65
3. H 0.23
4. C -0.88
5. H 0.32
6. H 0.46
7. H 0.46
8. N 0.08
9. H 0.50
10. H 0.26
11. H 0.26
12. H 0.21
13. C -0.53
14. O -0.95
15. H 0.23
16. C -0.36
17. H 0.22
18. H 0.29
19. O -1.04
20. H 0.50
21. H 0.24
22. H 0.28
23. H 0.18
24. O -1.02
25. H 0.44

=====

The following is a DFT calculation (ωB97M-V/def2-TZVPD) of a structure of composition C27H18IN5O4Ru.

```
! wB97M-V def2-TZVPD RIJCOSX def2/J DEFGRID3
* xyz -1 2
H -2.8471 1.4789 4.5003
C -2.4118 0.5313 4.1969
N -2.0701 -3.0480 -5.1573
C 0.8356 1.8152 -4.8444
H 0.6412 2.8574 -5.0801
O 1.1533 -1.1888 0.1900
C -2.4669 -2.9249 -4.0803
C 3.9635 0.3457 3.7196
H 4.0711 0.9708 4.5953
C -2.6012 -1.6795 -2.0075
N -2.3498 -0.7288 -1.3873
C -1.0945 3.0308 -0.6736
O -1.3025 -1.1237 1.1522
H 2.1917 -0.9954 -6.1064
H -2.8046 2.2919 2.3100
I 6.6684 -0.7020 4.5656
N -0.5575 1.9402 -1.4591
C 1.4895 -0.2478 0.9187
H 1.4489 -1.8863 -3.9329
C 1.2918 -0.8489 -4.1970
C 1.6938 -0.3421 -5.3991
C -2.3388 1.3891 1.9068
C -2.1834 -0.4513 5.1234
O 0.2223 -0.5475 -2.1440
H -0.4099 3.2368 0.1545
H -1.3832 -2.4371 5.4093
H 3.5392 -1.9354 0.6287
N -4.6102 -4.5218 -1.8148
H -2.4462 -0.3092 6.1626
C 1.4690 1.0107 -5.7491
H -3.0711 2.2652 -0.9430
H -1.2234 3.9423 -1.2642
C 0.6178 -0.0316 -3.2400
Ru -0.7629 0.0952 -0.3994
C 2.7004 -0.3636 1.7940
C -1.5948 -1.6576 4.6860
N -2.0850 1.3656 0.6504
C 3.6832 -1.2948 1.4891
C 4.9469 -0.5728 3.3846
C -2.0890 0.3450 2.8396
C -2.4035 2.5466 -0.1248
C 2.8413 0.4506 2.9100
H 5.5911 -2.1181 2.0378
C 4.8191 -1.4006 2.2789
H 1.7884 1.3948 -6.7080
O 0.8213 0.8443 0.9478
C -0.1847 2.2059 -2.6604
C 0.4167 1.3211 -3.5901
H -2.8895 3.3208 0.4765
C -3.8690 -3.7389 -2.2277
H -0.3058 3.2373 -3.0035
C -2.9681 -2.7782 -2.7587
C -1.5391 -0.8706 2.3859
H 2.0582 1.1620 3.1377
H -0.8243 -2.7866 3.0299
C -1.2760 -1.8638 3.3707
*
```

Summary:
HOMO energy (spin up / spin down) = -0.1854 / -0.1815 Eh
ΔE to the lowest compared entry with this formula, charge and spin = 138.3 kJ/mol
Gap between HOMO and LUMO (spin up / spin down) = 6.9841 / 6.8775 eV

The computed natural (NBO) charges, all in e, follow:
1. H 0.20
2. C -0.13
3. N -0.40
4. C -0.13
5. H 0.19
6. O -0.63
7. C 0.32
8. C -0.26
9. H 0.22
10. C 0.50
11. N -0.45
12. C -0.23
13. O -0.64
14. H 0.20
15. H 0.17
16. I 0.11
17. N -0.42
18. C 0.76
19. H 0.22
20. C -0.23
21. C -0.18
22. C 0.19
23. C -0.30
24. O -0.65
25. H 0.21
26. H 0.20
27. H 0.24
28. N -0.40
29. H 0.20
30. C -0.31
31. H 0.21
32. H 0.19
33. C 0.43
34. Ru 1.15
35. C -0.13
36. C -0.18
37. N -0.39
38. C -0.15
39. C -0.14
40. C -0.27
41. C -0.23
42. C -0.15
43. H 0.22
44. C -0.26
45. H 0.20
46. O -0.70
47. C 0.20
48. C -0.28
49. H 0.19
50. C 0.32
51. H 0.16
52. C -0.59
53. C 0.42
54. H 0.23
55. H 0.22
56. C -0.24

=====

The following is a DFT calculation (ωB97M-V/def2-TZVPD) of a structure of composition C17H39F6N2OPZn.

```
! wB97M-V def2-TZVPD RIJCOSX def2/J DEFGRID3
* xyz 1 2
C 1.5307 0.9506 -0.0157
C -0.2542 -2.2152 -2.2489
C 2.1131 2.3582 0.0620
H 3.1988 2.2995 0.1380
C 2.5784 -4.9494 -1.1542
F -3.1149 4.7255 0.9190
F -4.0390 3.8998 -0.9850
C -3.3629 -0.6497 -0.6567
H 3.2783 -6.9948 -1.2807
C 0.2300 -4.5993 0.6945
H 0.8604 4.5653 0.0958
H -1.9601 -3.8828 -0.5312
H 0.4035 -2.2115 -3.1181
H 0.0714 2.1970 2.7152
H 1.4724 -2.4695 -0.8218
H -0.1676 -2.1459 -0.0519
C 0.3914 -2.6009 -0.8695
H -0.4729 0.4348 0.6731
C -1.2608 -3.2650 -2.5317
H 2.6500 -5.1085 -0.0782
H 0.7167 0.1417 1.8538
C 0.4472 5.2210 2.0746
F -5.4024 2.6477 -0.1264
P -4.3289 3.7288 0.4913
H -0.7778 -1.2615 -2.3140
H 2.2240 0.1541 0.2546
H 0.6681 -6.0171 -1.4778
H -0.5489 2.7924 1.1968
C 0.4378 0.8662 1.0887
O -3.2071 0.4034 -1.5441
C 3.4110 -6.0382 -1.7862
H 1.0492 0.5931 -0.9259
F -3.1978 2.5427 0.4053
H -0.6418 -4.2398 1.2412
H 0.9896 -4.7130 -2.5883
H 0.0211 -5.6685 0.7295
H -0.8741 -3.9439 -3.2918
H -3.9215 -1.4470 -1.1469
C 0.2792 2.2445 1.6462
H 2.9316 -3.9406 -1.3681
F -5.4436 4.9223 0.4015
H 0.6481 4.9900 3.1207
C -1.2757 -4.1537 -1.3352
H 2.4805 3.1864 3.4628
H -2.2311 -2.8923 -2.8598
Zn -3.2231 2.3176 -2.1155
H 4.4885 -5.8841 -1.8427
H 1.1815 -4.4060 1.1899
H 2.3139 5.0153 0.8605
H -3.9345 -0.3123 0.2079
N 0.1789 -4.0961 -0.7605
C 1.3545 4.5411 1.0671
H 2.6201 1.7168 2.7010
C 0.4743 6.7233 1.8675
F -4.8009 3.2793 1.9888
H -0.1843 7.0965 2.6517
H 1.9020 2.9188 -0.8487
H -0.6096 4.9552 2.0511
N 1.6003 3.0088 1.3557
H 1.4734 7.1115 2.0653
H 3.6976 3.0564 2.2761
C 2.6606 2.7807 2.4673
H -1.4875 -5.1871 -1.6096
H -2.4072 -1.0347 -0.3009
H 0.0357 6.9802 0.9032
H 2.9789 -6.0246 -2.7868
C 1.0878 -5.0134 -1.5451
*
```

Summary:
HOMO energy (spin up / spin down) = -0.3141 / -0.3665 Eh
Gap between HOMO and LUMO (spin up / spin down) = 5.9025 / 7.3191 eV

The computed natural (NBO) charges, all in e, follow:
1. C -0.44
2. C -0.46
3. C -0.22
4. H 0.23
5. C -0.42
6. F -0.59
7. F -0.62
8. C -0.20
9. H 0.22
10. C -0.42
11. H 0.22
12. H 0.23
13. H 0.23
14. H 0.24
15. H 0.23
16. H 0.24
17. C -0.22
18. H 0.26
19. C -0.43
20. H 0.20
21. H 0.21
22. C -0.45
23. F -0.61
24. P 2.61
25. H 0.28
26. H 0.21
27. H 0.23
28. H 0.27
29. C -0.42
30. O -1.11
31. C -0.60
32. H 0.24
33. F -0.63
34. H 0.24
35. H 0.22
36. H 0.24
37. H 0.20
38. H 0.14
39. C -0.23
40. H 0.21
41. F -0.57
42. H 0.21
43. C -0.19
44. H 0.25
45. H 0.28
46. Zn 0.92
47. H 0.24
48. H 0.24
49. H 0.23
50. H 0.17
51. N -0.21
52. C -0.19
53. H 0.22
54. C -0.60
55. F -0.56
56. H 0.24
57. H 0.24
58. H 0.25
59. N -0.22
60. H 0.21
61. H 0.24
62. C -0.43
63. H 0.23
64. H 0.08
65. H 0.22
66. H 0.21
67. C -0.21

=====

The following is a DFT calculation (ωB97M-V/def2-TZVPD) of the ion C3H5BrNO2 with charge +1.

```
! wB97M-V def2-TZVPD RIJCOSX def2/J DEFGRID3
* xyz 1 1
H -0.2800 -1.3305 1.0101
C -0.3124 -0.9468 -0.0574
N 0.3814 0.2880 -0.1712
C -2.1099 0.2371 -0.9780
C -1.1071 1.1846 -1.8205
H 1.2217 0.4066 -0.7658
O -3.1986 0.6695 -1.2480
H 0.0325 -1.7389 -0.7071
H -1.3217 2.2892 -1.9127
O -1.7263 -0.6564 -0.1996
H 0.2090 1.0732 0.5273
Br -0.6220 0.4539 -3.3804
*
```

Summary:
HOMO energy (spin up / spin down) = -0.5443 / -0.5443 Eh
ΔE to the lowest compared entry with this formula, charge and spin = 124.1 kJ/mol
Gap between HOMO and LUMO (spin up / spin down) = 8.0415 / 8.0403 eV

The computed natural (NBO) charges, all in e, follow:
1. H 0.23
2. C 0.06
3. N -0.79
4. C 0.76
5. C -0.15
6. H 0.44
7. O -0.46
8. H 0.23
9. H 0.29
10. O -0.43
11. H 0.44
12. Br 0.38

=====

The following is a DFT calculation (ωB97M-V/def2-TZVPD) of a cluster of 2 separate species, C3H7NSi in total.

```
! wB97M-V def2-TZVPD RIJCOSX def2/J DEFGRID3
* xyz 0 1
C 1.9831 0.4396 0.2679
H -2.6724 -0.0848 -1.5888
H 1.3528 -2.3151 0.9374
Si 0.2828 -0.4915 -0.2261
H 2.2356 0.9355 -0.6382
C 0.5506 -1.8504 1.5019
N 0.0033 -1.6401 2.4931
H 1.8698 1.0194 1.0753
H -2.1041 1.7886 -1.9263
H 2.8140 -0.2868 0.5898
C -2.7044 0.9965 -1.4396
H -3.6110 1.4892 -1.0463
*
```

Summary:
HOMO energy (spin up / spin down) = -0.3172 / -0.2461 Eh
ΔE to the lowest compared entry with this formula, charge and spin = 605.5 kJ/mol
Gap between HOMO and LUMO (spin up / spin down) = 7.8571 / 5.4655 eV

The computed natural (NBO) charges, all in e, follow:
1. C -1.17
2. H 0.18
3. H 0.23
4. Si 0.78
5. H 0.23
6. C -0.22
7. N -0.29
8. H 0.24
9. H 0.17
10. H 0.22
11. C -0.54
12. H 0.16